Entry 1:
Here is C33H23BF5N4OP2ReSSe2 as an isolated structure from OMol25. Energies are from ωB97M-V/def2-TZVPD.

XYZ file:
```
73
Properties=species:S:1:pos:R:3:forces:R:3
Re 0.01092 -0.03019 -0.01026 -1.86 4.33 1.68
F 2.45494 -5.43269 -3.38348 -0.03 0.13 0.15
C 2.29362 -4.61393 -2.32804 0.18 0.00 0.47
C 1.47142 -3.49045 -2.44298 -0.63 0.76 -0.27
F 0.83767 -3.21255 -3.59171 0.24 -0.27 0.17
C 1.33515 -2.67848 -1.33426 1.35 -1.55 0.88
F 0.63217 -1.55183 -1.13662 0.27 -4.24 -5.09
C 1.97763 -2.94743 -0.14822 0.05 0.47 0.77
S 1.52915 -1.67309 0.98643 2.42 -1.81 2.26
C 2.79650 -4.05650 -0.01544 -0.23 -0.05 -0.64
F 3.42385 -4.32010 1.14254 -0.07 -0.08 -0.33
C 2.95203 -4.89480 -1.12117 -0.15 0.23 0.07
F 3.73927 -5.98160 -1.03097 -0.17 0.18 -0.15
Se -2.91725 3.58173 5.26732 -0.56 -0.17 0.44
P -1.89878 4.46663 3.66409 0.02 -0.82 1.76
C -3.02236 5.65259 2.81199 0.52 -0.05 -0.61
C -2.55774 6.42035 1.74021 -0.29 0.16 0.12
C -3.39289 7.34672 1.12037 -0.09 -0.01 0.18
C -4.69947 7.51446 1.56598 0.13 -0.17 0.09
C -5.17000 6.75664 2.63548 0.41 -0.01 -0.13
C -4.33560 5.83170 3.25721 -0.14 0.12 -0.07
C -0.45840 5.40046 4.34130 0.11 0.23 -0.60
C 0.47265 5.95672 3.45785 0.12 0.06 0.34
C 1.57366 6.65772 3.94024 -0.16 -0.07 0.07
C 1.75615 6.80802 5.31076 -0.20 -0.12 -0.02
C 0.83720 6.25418 6.19715 0.02 0.02 -0.44
C -0.26523 5.55172 5.71565 0.12 0.17 -0.05
C -1.17734 3.05707 2.74360 0.12 0.46 -0.57
C -1.33538 2.58220 1.44841 -0.73 1.37 -0.31
N -0.53529 1.50418 1.31429 -1.54 4.06 0.05
N 0.09491 1.32304 2.49710 -1.59 5.76 -0.05
N -0.29144 2.25329 3.36174 -0.02 0.03 0.64
P -2.34237 3.08421 0.04008 0.24 -1.17 0.13
Se -1.57102 1.58849 -1.23415 -1.41 1.07 -1.24
C -4.15078 2.75726 0.16152 -0.08 1.11 0.50
C -4.99934 3.77892 0.59490 -0.25 -0.17 -0.08
C -6.36995 3.56733 0.69943 0.09 -0.14 -0.10
C -6.90637 2.32719 0.36995 0.26 0.01 -0.03
C -6.06912 1.30173 -0.06365 0.09 0.43 0.16
C -4.69678 1.51358 -0.16774 0.00 -0.10 0.05
C -1.81178 4.60448 -0.82215 -0.81 0.56 0.66
C -2.73973 5.40307 -1.49170 0.20 0.02 -0.10
C -2.32110 6.55891 -2.14581 0.31 -0.20 0.01
C -0.97729 6.92156 -2.12884 -0.16 -0.15 0.11
C -0.04878 6.12407 -1.46192 -0.33 -0.14 0.01
C -0.46367 4.96564 -0.81326 0.04 0.10 0.07
H -1.54564 6.31059 1.38196 0.07 -0.01 -0.04
H -3.02418 7.93782 0.29287 0.04 -0.04 0.01
H -5.34857 8.23445 1.08440 0.00 0.01 -0.02
H -6.18531 6.88815 2.98607 0.01 -0.03 0.04
H -4.72641 5.26307 4.08882 0.23 -0.19 0.05
H 0.35655 5.83913 2.38860 0.00 -0.08 -0.07
H 2.28988 7.08269 3.24895 0.00 -0.02 -0.02
H 2.61302 7.35197 5.68710 0.01 0.00 -0.01
H 0.98027 6.36834 7.26375 -0.03 -0.04 0.00
H -0.96113 5.13270 6.42792 -0.16 -0.14 -0.17
H -4.59455 4.74783 0.84123 0.04 0.11 0.04
H -7.01677 4.36812 1.03429 0.03 0.02 0.02
H -7.97285 2.16004 0.44946 -0.01 0.00 0.00
H -6.48642 0.33705 -0.32000 0.07 -0.01 -0.01
H -4.07183 0.69789 -0.50201 0.20 0.10 -0.03
H -3.78683 5.13181 -1.51358 -0.02 -0.03 0.07
H -3.04196 7.17627 -2.66583 -0.02 -0.02 -0.01
H -0.65351 7.82195 -2.63457 0.01 0.00 0.00
H 0.99578 6.40572 -1.44838 0.01 -0.05 0.00
H 0.26384 4.35189 -0.29588 -0.03 -0.10 0.00
B -0.76647 -0.02308 -4.68741 -0.11 0.09 -0.43
C -0.51232 -0.02614 -3.15985 0.39 -0.39 0.08
N -0.32258 -0.02550 -2.01320 0.17 -0.18 -4.57
H 0.27508 -0.16538 -5.26350 0.37 -0.07 0.03
H -1.50771 -0.92239 -4.96828 -0.19 -0.30 0.13
H -1.26256 1.02151 -5.00458 -0.14 0.35 0.10
O 0.30823 -0.07092 1.71145 3.26 -9.31 3.83
```
Forces are in eV/Å.

As for the expectation value of S²: 1.17. The value obtained for the orbital gap (alpha / beta) is 5.717 / 5.656 eV. The calculation puts the lowest unoccupied orbital energy (alpha / beta) at 1.75 / 1.73 eV. As for the net charge: -1. As for the spin multiplicity: 2. As for the molar mass: 1035.52 g mol⁻¹.

=====

Entry 2:
Here is C4H3EuLiO as an isolated structure from OMol25. Energies are from ωB97M-V/def2-TZVPD.

XYZ file:
```
10
Properties=species:S:1:pos:R:3:forces:R:3
C -1.25603 1.44093 -2.30282 4.46 -0.91 1.65
C -2.34004 1.07701 -1.83772 -1.46 -0.12 0.07
H -1.22252 -0.09254 0.00189 2.15 -1.00 1.99
Li 2.93618 -0.69745 0.73518 -0.25 0.34 -0.10
O -0.48899 -1.02871 1.79498 0.72 0.06 0.48
C -0.23772 -0.48914 0.68620 -3.67 1.27 -2.31
C 0.95209 -0.16981 0.07470 1.58 -0.96 0.18
Eu 0.88034 -0.90540 3.70028 -0.32 -0.05 -0.30
H 0.92144 -0.31782 -1.01437 -0.15 0.18 0.20
H -0.14474 1.18291 -1.83831 -3.06 1.19 -1.86
```
Forces are in eV/Å.

As for the expectation value of S²: 20.02. The value obtained for the orbital gap (alpha / beta) is 5.643 / 5.867 eV. The calculation puts the lowest unoccupied orbital energy (alpha / beta) at -3.94 / -5.37 eV. As for the net charge: +1. As for the spin multiplicity: 9. As for the molar mass: 225.97 g mol⁻¹.

=====

Entry 3:
Here is C37H40As2N2O2Pt as an isolated structure from OMol25. Energies are from ωB97M-V/def2-TZVPD.

XYZ file:
```
84
Properties=species:S:1:pos:R:3:forces:R:3
Pt -0.62406 -0.15021 0.10082 0.14 -0.38 0.07
C -2.28493 2.34535 2.20084 0.04 -0.01 0.10
C -1.48359 1.64265 3.22085 0.02 0.03 -0.10
As -0.15541 0.46431 2.35268 -0.13 0.14 0.02
C 1.55516 1.35004 2.43353 0.06 0.03 -0.03
C 1.85886 2.36155 3.33604 0.01 -0.04 -0.05
C 3.08848 3.00260 3.26341 -0.08 0.01 0.04
C 4.00997 2.63908 2.29356 0.04 -0.02 -0.03
C 3.71837 1.61478 1.40330 -0.03 -0.01 0.01
C 2.49381 0.97020 1.47703 -0.06 0.01 0.02
C 0.01037 -1.04683 3.54757 0.06 -0.02 0.03
C 0.30530 -2.28871 2.99047 -0.03 0.03 0.11
C 0.45684 -3.39543 3.81645 0.01 0.00 -0.10
C 0.30842 -3.26322 5.18876 0.00 -0.01 0.04
C 0.01554 -2.02527 5.74421 -0.01 0.06 0.00
C -0.13018 -0.91415 4.92616 0.00 -0.07 -0.06
As -0.36750 1.67757 -1.53026 0.10 0.27 -0.17
C 1.53866 1.58916 -1.88815 -0.04 0.02 -0.02
C 2.12822 0.33178 -2.03389 -0.02 -0.03 0.03
C 3.47270 0.20761 -2.35047 -0.01 0.01 0.01
C 4.24569 1.34638 -2.53611 -0.01 -0.01 0.00
C 3.66621 2.60117 -2.40794 -0.01 0.00 0.00
C 2.32140 2.72482 -2.08867 0.03 0.00 -0.03
C -0.50049 3.37400 -0.59997 -0.08 -0.02 -0.05
C 0.48185 3.86681 0.25766 0.03 -0.01 0.04
C 0.28166 5.05943 0.93665 0.01 -0.01 0.00
C -0.89425 5.77762 0.75949 -0.02 -0.02 -0.02
C -1.87211 5.30067 -0.10219 0.01 -0.03 0.00
C -1.67561 4.10302 -0.77595 0.01 -0.01 0.01
H -2.19883 3.41182 2.07289 0.04 0.06 -0.04
H -2.89227 1.78528 1.50494 -0.03 -0.03 0.01
H -2.08107 0.97727 3.85309 0.02 -0.04 -0.06
H -0.94754 2.33565 3.86469 -0.03 0.02 0.08
H 1.14766 2.66422 4.09223 -0.02 0.03 0.03
H 3.32276 3.79183 3.96396 0.01 0.03 0.03
H 4.95924 3.15279 2.23360 0.04 0.02 0.00
H 4.43113 1.32559 0.64322 0.03 -0.01 -0.02
H 2.26028 0.18172 0.76882 0.01 0.02 -0.01
H 0.41707 -2.38599 1.91376 -0.02 -0.02 0.02
H 0.69652 -4.35870 3.38512 0.00 -0.01 0.01
H 0.42586 -4.12590 5.83042 0.00 -0.02 0.01
H -0.09399 -1.92223 6.81530 0.00 -0.01 0.02
H -0.35038 0.05066 5.36575 0.00 0.02 0.03
H 1.52874 -0.56153 -1.87687 0.01 -0.01 -0.01
H 3.91749 -0.77459 -2.45101 0.00 -0.01 0.00
H 5.29417 1.25654 -2.78524 0.03 -0.01 -0.01
H 4.26435 3.48918 -2.56185 0.01 0.03 0.00
H 1.88233 3.71061 -1.99448 0.02 -0.03 -0.03
H 1.41185 3.32732 0.39062 -0.02 -0.03 0.05
H 1.05193 5.43283 1.59942 0.01 0.00 0.01
H -1.04340 6.71105 1.28499 0.00 0.02 0.01
H -2.78574 5.86001 -0.25305 -0.01 0.01 0.00
H -2.44181 3.73262 -1.44754 -0.01 0.01 0.00
O -0.48341 -2.27554 -0.96985 0.00 0.10 0.08
C -0.67778 -2.43618 -2.18768 0.05 -0.11 -0.15
C -0.13708 -3.65917 -2.88111 0.00 0.02 0.07
C 1.05732 -3.31966 -3.78563 -0.01 0.00 -0.01
C 0.67215 -2.74009 -5.14289 0.00 0.03 0.01
C -0.09729 -1.42275 -5.09299 0.00 -0.03 0.03
C -1.44033 -1.51983 -4.37640 -0.01 0.02 -0.01
N -1.33080 -1.53066 -2.91881 -0.08 0.03 -0.04
H -0.92600 -4.13617 -3.46822 -0.01 -0.02 -0.02
H 0.16703 -4.34693 -2.09401 -0.03 0.02 -0.01
H 1.62721 -4.23568 -3.94598 0.01 0.01 0.01
H 1.72047 -2.62869 -3.25688 0.04 0.00 0.01
H 0.06822 -3.47849 -5.68037 0.00 -0.02 -0.02
H 1.57980 -2.59715 -5.73145 0.00 0.00 -0.02
H -0.28451 -1.08980 -6.11544 -0.01 0.01 -0.01
H 0.50059 -0.64398 -4.60951 0.01 0.01 -0.01
H -1.98677 -2.40586 -4.71297 -0.01 0.02 0.01
H -2.05356 -0.65198 -4.61674 0.00 -0.03 -0.02
H -1.61353 -0.69038 -2.42620 0.03 -0.01 0.02
O -2.77904 -0.45336 -0.17217 -0.13 0.00 0.07
N -3.23267 -1.67544 0.08641 0.08 0.07 0.05
C -4.03730 -2.25451 -0.81701 -0.05 -0.01 -0.07
C -4.54835 -3.51249 -0.58847 -0.01 -0.06 0.03
C -4.22153 -4.18645 0.57899 0.02 0.09 -0.03
C -3.38839 -3.56199 1.49472 -0.02 -0.04 0.00
C -2.90539 -2.30120 1.22763 0.02 -0.03 0.06
H -4.23664 -1.65853 -1.69398 0.01 0.01 0.01
H -5.19833 -3.95372 -1.32947 -0.01 0.00 -0.01
H -4.61221 -5.17468 0.77084 0.00 -0.03 0.01
H -3.10199 -4.03883 2.42114 0.00 0.00 0.00
H -2.24565 -1.75461 1.88581 -0.01 -0.01 -0.03
```
Forces are in eV/Å.

As for the expectation value of S²: 3.77. The value obtained for the orbital gap (alpha / beta) is 6.520 / 6.928 eV. The calculation puts the lowest unoccupied orbital energy (alpha / beta) at -2.61 / -3.58 eV. As for the net charge: +1. As for the spin multiplicity: 4. As for the molar mass: 889.66 g mol⁻¹.

=====

Entry 4:
Here is C28H43BaNO3SSe4Si4 as an isolated structure from OMol25. Energies are from ωB97M-V/def2-TZVPD.

XYZ file:
```
85
Properties=species:S:1:pos:R:3:forces:R:3
Ba -0.79858 0.97624 1.28908 -1.10 0.12 -0.07
O 1.52467 1.12820 2.39705 -0.19 0.17 0.09
C 2.79052 1.07941 1.78315 0.33 -0.14 -0.03
C 2.51216 1.14104 0.23700 0.29 -0.07 -0.11
O 3.49609 1.22367 -0.50024 -0.05 0.03 0.07
O 1.29766 1.08202 -0.10234 0.20 -0.06 -0.17
C 3.63606 2.28140 2.16231 -0.04 0.10 -0.01
C 3.04282 3.39841 2.74090 -0.01 -0.06 0.04
C 3.80165 4.52780 3.02748 0.02 -0.01 0.00
C 5.15541 4.55494 2.73209 0.00 -0.01 -0.01
C 5.75121 3.44026 2.15002 -0.01 0.01 0.01
C 4.99820 2.31240 1.86812 -0.01 0.00 -0.03
C 3.44220 -0.25589 2.14505 0.00 0.06 -0.02
C 4.03208 -0.41356 3.39534 0.01 0.01 -0.01
C 4.51333 -1.64866 3.80122 0.00 -0.01 0.00
C 4.40971 -2.74611 2.95743 0.00 0.02 0.01
C 3.82210 -2.59736 1.70988 -0.01 0.01 -0.01
C 3.34365 -1.35893 1.30497 -0.02 -0.01 0.00
H 1.50589 1.12926 3.36344 0.27 -0.20 0.06
H 1.98155 3.39087 2.96517 0.00 0.00 0.00
H 3.32136 5.38479 3.48450 0.00 0.01 0.00
H 5.74614 5.43605 2.95373 0.00 0.00 0.00
H 6.80824 3.45277 1.91162 0.00 0.00 0.00
H 5.45390 1.45152 1.39759 0.00 0.00 -0.01
H 4.10728 0.43932 4.06084 0.01 0.00 0.00
H 4.95731 -1.75624 4.78345 0.00 0.00 0.00
H 4.77469 -3.71486 3.27647 0.00 0.00 0.00
H 3.71911 -3.44886 1.04866 0.00 0.00 0.00
H 2.88389 -1.25631 0.32967 0.00 0.00 0.00
Se -0.84817 3.69140 3.07273 -0.08 0.12 0.12
Se -2.67405 2.51562 3.94277 0.15 -0.11 0.03
Se -1.71909 0.94880 5.40657 -0.09 0.01 -0.09
Se -0.89846 -0.75344 4.01713 0.05 -0.14 0.20
S -2.37288 3.81571 -1.10690 0.09 -0.15 -0.02
C -0.72865 4.07788 -0.86641 0.10 0.00 0.02
N 0.19904 3.41679 -1.62730 0.01 0.08 0.07
C 1.54551 3.50264 -1.47031 -0.11 -0.05 -0.05
C 2.06938 4.32563 -0.52878 0.03 0.07 0.04
C 1.17254 5.04409 0.29240 0.01 0.01 -0.06
C -0.17785 4.92887 0.13375 0.03 0.05 -0.12
H -0.17746 2.74353 -2.28296 0.00 0.01 0.01
H 2.14446 2.84303 -2.08050 -0.02 -0.01 0.02
H 3.13793 4.35499 -0.37347 -0.01 0.00 0.00
H 1.56159 5.66709 1.08928 -0.01 0.00 -0.01
H -0.87130 5.42303 0.79566 0.00 0.04 -0.05
C -5.25919 0.30800 -1.98495 0.01 -0.03 0.02
Si -4.62157 -1.36141 -1.35230 0.02 0.00 -0.04
C -5.35146 -2.63336 -2.56731 0.01 0.04 0.02
C -5.53261 -1.67679 0.27960 0.01 0.00 -0.04
Si -2.30763 -1.30263 -1.03542 -0.03 0.05 0.10
Si -1.46057 -1.04657 -3.19087 0.05 0.03 -0.05
C -1.74368 -2.39155 -4.50963 0.01 0.04 0.02
C -2.12941 0.54507 -3.99382 0.02 -0.06 0.02
C 0.42618 -0.84778 -3.14174 -0.06 0.00 0.01
Si -1.75699 -3.49276 -0.44165 0.04 -0.01 -0.03
C -2.26246 -4.93575 -1.57768 0.01 0.03 0.04
C -2.47746 -3.95257 1.24613 -0.01 0.00 -0.03
C 0.12661 -3.65734 -0.26794 -0.03 0.00 0.01
H -6.35338 0.33603 -1.94297 0.00 0.01 -0.01
H -4.95502 0.48095 -3.01965 0.01 0.01 0.00
H -4.86968 1.13516 -1.38724 0.00 0.00 0.00
H -6.44228 -2.53766 -2.61181 0.00 0.00 0.00
H -5.11274 -3.65623 -2.26923 0.01 0.00 0.00
H -4.95682 -2.47992 -3.57469 0.00 -0.01 0.00
H -6.60763 -1.51127 0.15154 0.00 0.00 0.01
H -5.17369 -1.01250 1.06846 0.00 0.00 0.00
H -5.38804 -2.70367 0.62296 0.01 0.00 0.01
H -2.80520 -2.60634 -4.65088 -0.01 0.00 0.01
H -1.24958 -3.32603 -4.23365 0.00 0.00 0.00
H -1.33054 -2.06009 -5.46924 0.00 -0.02 -0.01
H -3.05741 0.34124 -4.53533 -0.02 0.01 0.02
H -1.40566 0.93460 -4.71844 -0.01 0.01 -0.01
H -2.34383 1.32640 -3.26006 0.03 0.00 0.00
H 0.91080 -1.79742 -2.89875 0.01 0.00 0.02
H 0.74335 -0.12455 -2.38548 0.01 0.00 0.00
H 0.80325 -0.52266 -4.11786 0.01 -0.01 0.00
H -3.34632 -4.97219 -1.70620 0.00 -0.01 0.00
H -1.94174 -5.88458 -1.13287 0.00 -0.01 -0.02
H -1.81432 -4.85423 -2.57013 0.00 0.02 0.00
H -3.56488 -4.04878 1.18959 0.00 0.01 0.01
H -2.25138 -3.20207 2.00762 0.01 0.01 -0.01
H -2.07371 -4.91401 1.58136 0.00 0.00 0.01
H 0.62819 -3.51666 -1.22906 0.00 0.01 0.00
H 0.39551 -4.64728 0.11577 0.00 0.00 -0.01
H 0.52017 -2.91003 0.42651 0.00 0.00 -0.01
```
Forces are in eV/Å.

The value obtained for the orbital gap is 5.855 eV. The calculation puts the lowest unoccupied orbital energy at 4.05 eV. As for the net charge: -2. As for the molar mass: 1039.24 g mol⁻¹.

=====

Entry 5:
Here is one molecule with the formula C2H5FN2O3 from OMol25. Energies are from ωB97M-V/def2-TZVPD.

XYZ file:
```
13
Properties=species:S:1:pos:R:3:forces:R:3
O -1.55599 -1.70805 -0.04745 0.25 -0.67 -0.09
N -1.93986 -0.57151 0.07432 -0.02 0.23 0.52
O -2.92983 -0.17420 0.60307 -0.47 0.21 0.30
N -1.14468 0.33276 -0.59889 -0.97 3.60 -0.55
F -1.41483 1.75244 -0.11951 0.56 -3.29 -0.66
C 0.26785 0.15053 -0.72582 0.92 -0.09 0.69
C 1.00973 0.05718 0.62291 -0.41 -0.08 0.05
O 2.37345 0.33701 0.47779 0.60 0.00 -0.28
H 0.63805 1.01613 -1.28019 -0.14 -0.13 0.02
H 0.41341 -0.74863 -1.33160 -0.06 0.16 0.04
H 0.84790 -0.92968 1.07866 -0.06 0.19 -0.05
H 0.62899 0.82902 1.30066 -0.07 -0.18 -0.14
H 2.80580 -0.34302 -0.05394 -0.11 0.05 0.15
```
Forces are in eV/Å.

The value obtained for the orbital gap is 10.614 eV. Its structure (SMILES) is O=[N+]([O-])N(F)CCO. The calculation puts the lowest unoccupied orbital energy at -0.15 eV. As for the molar mass: 124.07 g mol⁻¹.

=====

Energy above the lowest of the compared OMol25 structures with the same formula, charge and spin for the records above, in order: 319.8, 152.6, 0.0, 0.0, 59.2 kcal per mole
E for the records above, in order: -8051.4494, -946.6060, -6284.4483, -12560.9550, -514.0902 a.u.